# 1
A gas-phase ion, C7H12NOS (charge +1), computed with ωB97M-V/def2-TZVPD.

## Properties
frontier orbital gap = 8.55 eV
energy relative to the best compared isomer or geometry (same formula, charge and spin) = 25.8 kcal per mole
strongest force on any atom = 4.8 eV Å⁻¹
LUMO level = -0.15077 hartree

Geometry as ORCA input:
```
! RIJCOSX wB97M-V def2-TZVPD def2/J DEFGRID3
* xyz 1 1
H 2.99970 -0.26512 -0.22312
C -0.01791 -1.27600 -0.52801
H -2.02920 -1.57260 -0.84197
H -1.95049 1.53887 2.26910
O -0.95235 2.10939 -0.81587
C 2.23157 -2.37061 -0.12274
C -1.54360 2.31701 1.60906
H -1.31444 -0.17999 -1.69047
H 2.70787 -1.17681 -1.70111
H 2.56479 -2.25389 0.96268
C -1.64894 0.26424 0.45627
S 0.43029 -2.93863 -0.45440
C 2.29493 -0.98143 -0.76076
H -2.26533 3.04347 1.42775
H 0.83156 0.60082 -0.66751
H -1.89400 -0.10005 1.44288
C -1.39758 1.58292 0.34219
H 3.03053 -3.04002 -0.64576
N 0.92414 -0.38988 -0.75695
H -0.73856 2.82382 2.03858
C -1.36286 -0.72952 -0.62676
H -0.90012 2.99398 -0.71310
*
```

# 2
C17H29N5O7 in the gas phase, computed with ωB97M-V/def2-TZVPD.

## Properties
frontier orbital gap = 8.25 eV
energy relative to the best compared isomer or geometry (same formula, charge and spin) = 43.7 kcal per mole
strongest force on any atom = 2.9 eV Å⁻¹
LUMO level = 0.01376 hartree
SMILES = COCCOCC(=O)NC[C@@]1(OC)CCN(C(=O)CCCn2c(O)nnc2O)C1

Geometry as ORCA input:
```
! RIJCOSX wB97M-V def2-TZVPD def2/J DEFGRID3
* xyz 0 1
C 1.96762 0.91281 0.19546
H 1.28611 1.41746 -0.48594
H -4.72789 2.63466 -3.76654
C -4.16634 3.41470 -3.24353
O -2.60523 3.74438 -1.44809
H -4.70440 5.22358 -5.08627
H 1.37749 -0.91492 2.96696
C 1.31192 1.22538 -4.45525
H -4.87737 4.14461 -2.84497
C -0.17282 0.73116 1.60996
H 1.99277 2.06267 -4.30113
H -1.70152 4.24652 0.28074
H 2.99758 0.93411 -2.24177
H 2.02565 1.17098 4.21418
O 1.81388 1.97907 2.30447
C 2.46109 0.04106 -2.56935
H -3.17002 4.99840 -5.94487
C 1.37434 0.82083 1.61346
C 1.54571 2.00123 3.69011
H -4.34206 3.66960 -5.87981
N 2.16701 -0.48422 -0.17776
C -3.38413 2.76007 -2.12080
O -0.82818 -0.06463 -6.06831
N -0.88131 1.93951 1.22264
C 1.96385 -0.47922 2.15669
H 2.89370 -2.08043 0.99389
C 2.33995 -0.96079 -1.43409
H 3.07680 -0.44742 -3.32554
O -3.27026 4.05388 -4.14136
H 1.13458 -2.01244 0.83839
H 1.73994 0.58991 -5.23144
H 2.91157 1.46099 0.24850
H 0.47295 1.97776 3.90906
H -0.91172 2.69516 1.88612
C -1.42984 2.12470 -0.00056
H -2.75042 1.96811 -2.51735
H -3.16725 3.27949 0.46587
C -0.93435 1.21301 -5.65746
N -1.92224 2.02059 -5.86179
H -0.21450 4.72388 -3.82023
H -4.09404 2.30061 -1.42508
C 1.11156 0.44312 -3.15863
H 1.95155 2.93176 4.08073
H -0.48434 -0.06913 0.93801
C -0.40062 3.04560 -4.72449
C -2.25881 3.40790 -0.13682
H 2.96378 -0.27608 2.54487
N -1.57124 3.23465 -5.24909
H -1.65080 -0.26706 -6.53581
H 0.55836 1.05896 -2.44608
O 0.35329 3.90548 -4.03973
N 0.07286 1.78892 -4.94182
C 2.03858 -1.40793 0.94745
C -3.91420 4.50631 -5.32132
O -1.32755 1.29908 -0.89412
H 0.49897 -0.44032 -3.35540
H -0.50813 0.44181 2.60750
O 2.36874 -2.16149 -1.65605
*
```

# 3
2 unconnected molecules or ions with the total composition C4H11BO3, computed with ωB97M-V/def2-TZVPD.

## Properties
frontier orbital gap (spin up / spin down) = 8.25 / 8.20 eV
energy relative to the best compared isomer or geometry (same formula, charge and spin) = 109.2 kcal per mole
strongest force on any atom = 4.8 eV Å⁻¹
LUMO level (spin up / spin down) = 0.02823 / 0.02907 hartree

Geometry as ORCA input:
```
! RIJCOSX wB97M-V def2-TZVPD def2/J DEFGRID3
* xyz 0 1
H 2.61153 1.12733 -0.08481
C -0.33978 -2.96693 0.29038
H -0.77793 3.81628 -2.05936
H -1.73065 0.16807 -1.46603
H -0.81248 -3.26385 1.27984
H -1.86800 0.86186 0.18637
O 1.02765 0.28647 1.21541
O 0.45175 -1.80869 0.30113
H -1.04842 3.62722 -0.24083
C 2.30939 0.19686 0.56895
H 2.32803 -0.80787 0.15659
C -1.54718 0.92728 -0.87272
H 0.38404 -3.69826 0.00568
H 3.05512 0.21008 1.35179
O -1.28745 1.98144 -1.55549
H -0.98842 -2.72015 -0.50685
C -1.04458 3.23051 -1.25575
H -0.87990 -0.49681 1.61505
B 0.15729 -0.67084 1.07066
*
```

# 4
A gas-phase ion, C9H14N (charge +1), computed with ωB97M-V/def2-TZVPD.

## Properties
frontier orbital gap (spin up / spin down) = 5.16 / 5.16 eV
energy relative to the best compared isomer or geometry (same formula, charge and spin) = 149.4 kcal per mole
strongest force on any atom = 4.4 eV Å⁻¹
LUMO level (spin up / spin down) = -0.23408 / -0.23404 hartree

Geometry as ORCA input:
```
! RIJCOSX wB97M-V def2-TZVPD def2/J DEFGRID3
* xyz 1 1
C -0.78962 -0.39272 -1.72939
C 2.08705 0.29791 0.13963
H 2.44067 2.26189 -0.38180
C -1.50745 1.21020 0.30725
C 1.21931 -0.67851 -0.29162
H -2.95535 0.56887 1.60638
C -2.22525 -1.01407 0.70097
H 3.60619 1.63051 0.47482
H 3.07989 -1.69032 0.47995
H -1.54755 2.13835 0.79405
H -2.22465 -1.58935 1.68457
H 1.90705 -1.18978 1.71797
H -0.45967 1.84362 -1.43323
H -0.46378 -0.27277 -2.83708
H 0.04946 -2.20242 -1.24918
H 2.08452 1.92899 1.30627
C 2.20142 -1.06238 0.72570
C 2.60049 1.60637 0.38996
H -3.12153 -1.33784 0.28591
C -0.96213 0.96477 -0.92713
C 0.27699 -1.19390 -1.11859
H -1.83056 -0.78204 -1.87208
H -1.35928 -1.38933 0.09588
N -2.10620 0.34399 1.13082
*
```

# 5
A molecular structure, C57H56AuN5O4S2, computed with ωB97M-V/def2-TZVPD.

## Properties
frontier orbital gap (spin up / spin down) = 5.95 / 3.18 eV
energy relative to the best compared isomer or geometry (same formula, charge and spin) = 32.6 kcal per mole
strongest force on any atom = 3.2 eV Å⁻¹
LUMO level (spin up / spin down) = -0.04208 / -0.14387 hartree

Geometry as ORCA input:
```
! RIJCOSX wB97M-V def2-TZVPD def2/J DEFGRID3
* xyz 0 3
C 3.23957 -1.03207 4.81289
H 2.42164 -1.74716 -2.07138
H -4.62570 -0.36958 2.61639
C 0.46575 -0.57135 -4.28832
H 3.27352 1.94298 -3.92430
O 4.42084 4.86372 -5.01345
C 0.00119 -3.80243 1.94647
C -3.10844 1.67453 3.89206
H 4.21024 0.64883 -0.59870
H -1.80026 5.15443 -0.79699
C -3.50528 3.24761 1.35351
H -0.34720 -1.28122 -4.34457
H -2.12663 2.00025 4.22781
H 0.60177 -3.40490 3.98562
O 5.16375 5.54652 -7.24233
C 3.11221 0.88929 -7.72361
H 3.42940 0.40827 6.37696
H 3.85242 0.04856 1.02296
H 3.92189 -2.62361 -2.33429
C -4.18520 -1.16596 -1.15447
C -2.62614 2.18388 1.48745
H 3.87793 -0.87649 -2.59503
H -5.20976 1.24642 2.28057
C -3.50404 -2.63852 1.00806
C 2.18118 -4.86790 1.46730
C 1.40075 -3.72416 1.39499
C 2.91765 1.37521 -6.42511
H 2.03355 1.07515 -1.98556
S 5.19932 4.56230 -6.19001
C 1.41581 0.63615 3.68202
H 0.53629 4.09264 4.97774
H 0.73863 3.15947 -2.91164
C 2.65845 -1.40653 3.58619
C 1.90775 -2.54223 0.81104
C 4.30579 3.09217 -6.93639
H 0.29975 4.58194 -0.90013
H -6.04805 -2.21825 -1.02821
H -5.26863 -3.84692 0.89199
C -3.04679 1.11657 2.46707
Au -0.10664 -0.54114 -0.96910
H -0.45604 3.34728 2.87189
H -3.95756 5.11302 0.39657
H -4.43091 0.32664 1.00091
H -3.80446 2.08641 -1.95295
C -6.30949 -0.15877 -1.56698
H 4.96787 -1.63091 -0.42724
C -5.56345 -1.27519 -1.22881
C -4.74702 -3.36904 2.91571
C -3.81577 -2.76459 3.74672
H -7.38444 -0.22951 -1.62309
C 3.97711 1.59515 -8.54719
C 0.19479 2.67387 3.41045
C 3.60811 -0.05701 -0.03166
H 1.31347 1.80644 -0.24063
H -2.01973 -1.60987 3.85521
H 3.95960 -1.70378 5.25844
C -3.54957 0.03237 -1.41877
C -1.12308 3.27706 -0.05196
C 1.72582 -0.57215 3.01558
H -3.78342 2.52416 3.94691
H 2.96798 -2.32772 3.11663
H 4.07255 -5.78560 1.03407
N -0.61123 1.00042 0.73779
O -1.78970 -2.25784 -0.98322
C -2.74136 -2.08059 3.20435
C 2.48295 1.21957 -4.04872
H -3.47156 0.91005 4.57453
C 3.21429 -2.57678 0.27854
H 1.77113 -5.75681 1.92271
H -0.95395 3.61993 -2.72536
H -1.80720 -1.42878 1.36595
C 1.40504 2.88454 -0.29138
H -1.83944 -4.86261 1.53384
C 0.78110 3.10255 4.61895
H 2.09151 2.70314 6.25866
C 3.50303 -1.68638 -1.97363
O 6.46039 3.88712 -5.95483
C 3.46858 -4.89057 0.97152
H 2.64400 -0.01960 -8.06371
C 2.94290 0.14791 5.44829
C -1.42390 2.14729 0.74060
H -6.26026 1.90623 -2.12881
C -0.00382 -4.12829 3.44192
C 2.01475 1.04577 4.87224
C 2.15458 0.77878 -5.33732
H 1.59871 3.25887 0.71185
C -0.14528 3.03386 -2.29248
C -4.41141 0.54256 2.06568
H 0.38796 -5.12313 3.64016
H 2.24892 3.14780 -0.92522
C 0.98260 -0.55357 1.76028
C 0.50053 1.41845 2.93757
H -0.44334 1.98655 -2.29351
S -3.20207 -2.65655 -0.79183
C 0.18009 0.65634 1.73449
C -4.29893 1.14663 -1.75792
C -2.04541 4.31230 -0.16404
H -2.46968 0.08708 -1.35320
C -3.24869 4.30477 0.50782
H -0.85842 -4.51142 0.10227
N 4.59467 2.70825 -8.15102
N 0.77276 -0.12961 -3.06793
N 1.09972 -1.39589 0.75549
H 0.80055 -0.53531 -6.39857
H 2.56322 0.18825 -0.16461
C -4.57528 -3.33476 1.54159
H -1.02304 -4.07981 3.82150
C 1.65662 2.33047 5.34182
C 1.78469 0.73953 -2.97281
H -0.39132 -5.81183 1.19880
N 3.54226 2.51569 -6.07372
H -3.93148 -2.82399 4.81938
H -5.59562 -3.88031 3.34620
C 3.88670 -1.47418 -0.50615
H -0.46157 -2.82679 1.82021
C 0.13526 3.49858 -0.86157
H -4.42030 3.24737 1.92492
C -0.82298 -4.81528 1.14643
H 4.96171 -3.75336 -0.02965
H 4.20764 1.26708 -9.55288
C 3.96008 -3.74708 0.37817
H -2.30985 0.31858 2.45495
C -5.67747 1.04478 -1.84005
C 1.11580 -0.15561 -5.43802
C -2.60078 -1.99514 1.82732
*
```

# 6
3 unconnected molecules or ions with the total composition C3H11NO2, computed with ωB97M-V/def2-TZVPD.

## Properties
frontier orbital gap = 10.04 eV
energy relative to the best compared isomer or geometry (same formula, charge and spin) = 35.6 kcal per mole
strongest force on any atom = 4.6 eV Å⁻¹
LUMO level = 0.02776 hartree
SMILES = C=CCN.O.O

Geometry as ORCA input:
```
! RIJCOSX wB97M-V def2-TZVPD def2/J DEFGRID3
* xyz 0 1
H 0.84242 0.61644 -1.51028
C 0.27283 -0.02842 -0.94235
O -2.58145 -1.65287 -0.08652
H 2.27808 1.29562 1.72475
H -0.50780 -0.46567 -1.59453
C -1.38903 1.60338 -0.06630
H -0.37441 0.12466 1.05084
H 1.81928 -1.50659 -1.04718
H -2.51818 -0.67335 -0.18287
H 1.09579 -1.50894 0.49271
C -0.43812 0.62768 0.08684
H -3.45511 -1.84342 0.23253
N 1.25496 -1.04666 -0.36732
H -1.87769 2.03914 0.83803
O 2.90182 0.87467 1.12645
H 2.47357 0.14923 0.67209
H -1.79770 2.10924 -0.89346
*
```